[1]
Here is C26H26AsCl2F3N3O5SZn as an isolated structure at a distorted geometry from the OMol25 dataset. Energies are from the ωB97M-V functional and the def2-TZVPD basis.

XYZ file:
```
68
Properties=species:S:1:pos:R:3:forces:R:3:mulliken_charge:R:1
As -0.765456 -1.173136 -3.184185 -0.785 -0.372 -0.991 1.248
Zn 0.199438 -0.756289 0.531381 -0.793 -0.173 -0.529 0.087
Cl 5.900393 0.352828 -0.478971 0.379 0.129 0.067 -0.227
Cl 3.716147 2.827433 -2.142523 0.289 0.333 -0.082 -0.260
S -1.137545 -1.900441 -1.232638 0.129 0.059 0.157 -0.667
F -5.766350 3.358057 -0.049911 0.073 -0.066 0.006 -0.260
F -5.519009 3.305442 2.092964 0.062 -0.061 -0.012 -0.260
F -4.482128 4.796649 0.921629 0.056 -0.067 0.003 -0.289
O 3.474557 -3.282975 -1.911626 -0.016 0.096 0.117 -0.467
O 1.706292 -1.974175 -0.117572 0.318 -0.189 -0.379 -0.868
O -0.836169 -1.010130 2.325781 -0.107 -0.258 -0.003 -0.814
O 1.487798 0.333688 -2.774087 -0.191 -0.213 -0.091 -0.559
O 1.267616 1.339639 -0.808495 0.082 -0.110 0.537 -0.450
N 1.551484 -0.265814 1.878533 0.134 0.258 -0.227 1.541
N -1.606907 0.801867 0.427469 0.435 0.087 0.036 0.705
N 1.020111 0.157450 3.065412 -0.107 0.294 0.647 -1.328
C 2.659108 -4.206644 -1.205349 -0.036 -0.054 -0.016 -0.614
C 3.453736 -1.913498 -1.690502 0.268 -0.022 -0.383 0.370
C -2.232106 -2.140118 -4.088346 0.083 0.056 0.062 -1.377
C 4.162605 0.269034 -2.855652 -0.093 -0.130 -0.008 -1.753
C -1.418432 2.104830 0.285593 0.072 0.286 -0.081 -0.564
C -0.209280 -0.293938 3.185386 0.494 0.068 -0.119 0.377
C -3.699665 2.561141 0.776299 0.191 0.024 -0.052 0.590
C -3.897684 1.195861 0.938286 0.058 0.077 -0.051 -1.179
C -0.925945 0.086445 4.432371 -0.207 -0.045 0.155 0.522
C -2.766018 -0.293169 5.946132 -0.041 0.021 0.032 -0.718
C -1.354278 0.604630 -3.729124 0.295 0.012 0.248 -1.161
C 2.778356 -1.373770 -0.460723 0.193 0.001 0.420 1.337
C -1.215754 1.490938 6.367203 -0.026 0.038 0.028 -0.660
C -2.441068 3.032535 0.443343 -0.260 -0.081 0.069 -1.132
C 3.514381 1.078948 -1.752612 -0.136 -0.166 -0.067 1.366
C 0.689528 -1.896568 -4.263496 0.169 0.205 0.213 -0.919
C -2.338546 0.763113 6.736982 -0.060 -0.020 0.079 -0.314
C 4.046026 -1.213213 -2.663155 -0.174 0.059 0.116 -0.486
C 1.941740 0.885731 -1.750465 -0.110 0.257 -0.439 -0.854
C 4.133082 0.760222 -0.377222 -0.318 -0.217 0.126 -0.463
C -2.813557 0.353964 0.752773 -0.308 0.011 0.027 -0.318
C -2.066442 -0.623790 4.798144 0.072 0.022 -0.144 -0.290
C 2.715887 0.121959 1.497352 -0.123 -0.014 0.279 -1.012
C 3.313292 -0.304378 0.274317 -0.014 -0.020 -0.454 0.279
C -0.508973 1.152157 5.225900 0.033 -0.022 -0.079 -0.299
C -4.855414 3.505418 0.938409 -0.207 0.136 0.012 0.720
H -2.334257 -1.837039 -5.132709 0.094 0.041 0.016 0.397
H -2.263755 4.089090 0.310659 0.080 0.000 0.007 0.500
H -2.030149 -3.209982 -4.043407 0.051 0.022 0.034 0.377
H 2.934464 -5.182233 -1.613201 0.033 0.061 0.036 0.297
H -4.869960 0.804843 1.201412 -0.004 -0.062 0.020 0.419
H 4.439095 -1.803397 -3.484157 0.029 -0.073 0.010 0.401
H -0.699828 1.383093 -3.353954 0.114 -0.095 0.113 0.287
H 5.216548 0.550087 -2.930180 -0.056 0.000 -0.002 0.593
H 3.690643 0.534693 -3.804591 -0.050 0.000 0.093 0.451
H 1.256811 -2.599927 -3.655870 -0.022 0.053 0.090 0.115
H 0.272325 -2.407870 -5.130503 -0.157 0.039 0.097 0.502
H 2.851106 -4.196825 -0.132625 -0.016 0.030 0.012 0.240
H 1.595499 -4.027493 -1.370502 0.048 0.024 0.044 0.155
H -0.414052 2.405671 0.019905 0.062 -0.008 -0.034 0.694
H 4.124692 1.658581 0.237477 -0.115 -0.111 -0.063 0.772
H -1.361268 0.621473 -4.819237 0.018 -0.078 0.003 0.411
H -3.165872 -1.948315 -3.562520 0.030 0.056 0.031 0.367
H 1.353681 -1.093347 -4.561678 0.014 0.061 0.069 0.264
H -2.369420 0.742840 -3.356031 0.031 -0.117 0.018 0.355
H 0.365864 1.707617 4.921501 0.051 0.013 -0.004 0.439
H -2.388196 -1.432237 4.156630 -0.017 -0.033 -0.014 0.444
H -3.655359 -0.850607 6.213046 0.012 -0.022 0.050 0.378
H 3.267662 0.834262 2.116447 -0.016 -0.034 0.080 0.367
H -2.908923 -0.716426 0.864217 0.001 -0.019 0.041 0.460
H -0.903601 2.338919 6.964215 0.050 -0.026 0.032 0.362
H -2.878600 1.016595 7.640649 -0.035 0.049 -0.008 0.373
```
Forces are in eV/Å.

The net charge is -1. The value obtained for the energy above the lowest of the compared OMol25 structures with the same formula, charge and spin is 0.203 eV. The orbital gap comes out at 0.2417 Ha. The molar mass is 760.789 g/mol. The highest occupied orbital energy comes out at -0.156 Eh. The total energy comes out at -7180.24663 Ha. The calculation puts the LUMO energy at 2.34 eV.

---

[2]
Here is a 10-piece molecular cluster, C5H28N3O9 overall at a distorted geometry from the OMol25 dataset. Energies are from the ωB97M-V functional and the def2-TZVPD basis.

XYZ file:
```
45
Properties=species:S:1:pos:R:3:forces:R:3:mulliken_charge:R:1
O -3.390897 -0.520104 0.971987 -1.084 -0.957 1.820 -0.531
O 3.249649 0.445036 1.413490 -1.975 -2.551 2.067 -0.661
O 1.730979 -1.706316 0.660375 -1.180 -2.380 -0.313 -0.318
O -2.670406 1.537024 -0.982517 -0.639 2.571 3.499 -0.646
O -3.180438 1.993284 2.149970 -1.346 2.229 -0.976 -0.628
O -1.424101 -1.044088 -2.706906 -0.768 0.241 -6.237 -0.404
O -1.044671 -1.800803 1.353081 -1.089 -0.121 -3.175 -0.329
O 0.695504 -1.561249 3.226739 7.220 2.136 3.438 -0.399
O 0.151053 -3.024829 -1.708941 1.132 3.920 6.043 -0.239
N -0.630654 2.121353 1.466066 1.114 0.147 2.204 0.481
N 0.445260 0.553684 0.375400 2.610 -1.611 -2.631 0.647
N 2.319763 -0.617021 -1.815773 1.673 1.721 -0.085 -0.520
C 0.166562 2.731319 0.545364 -0.290 3.022 -3.104 -0.999
C 1.648045 1.898601 -1.452907 1.058 -1.134 -2.863 -1.588
C -0.229294 0.777614 1.443267 -2.432 3.614 1.441 -1.628
C 2.021012 0.684886 -2.552870 -2.544 0.346 1.954 -0.722
C 0.799757 1.801974 -0.235353 -0.656 -1.498 0.887 1.174
H 1.397668 -1.684188 1.594910 0.104 0.251 -0.562 0.158
H 0.006122 3.830312 0.191179 0.471 -2.156 1.174 0.235
H -0.637451 0.208480 2.207538 -0.147 -1.550 0.535 0.625
H -3.722351 2.300596 1.358135 1.121 -0.689 1.474 0.286
H -3.208411 -0.041635 0.187771 0.582 1.182 -1.721 0.245
H -2.564579 0.959308 -1.678130 1.271 -2.045 -2.582 0.216
H -1.842706 1.808197 -0.518432 -0.661 -0.726 -1.049 0.417
H 2.537284 0.348086 2.190376 2.187 0.626 -2.321 0.282
H 0.921348 -2.685873 -2.085775 2.247 1.250 -0.941 0.267
H -0.174856 -3.597802 -2.260856 -3.028 -5.334 -4.787 0.074
H -1.950586 -1.608165 1.651385 0.036 -0.128 0.045 0.280
H -1.109727 2.661598 2.293757 1.100 -1.988 -2.385 0.345
H 2.548108 2.454224 -1.381982 1.623 -0.187 1.702 0.569
H 3.033419 -1.020225 -2.436195 -0.218 -0.408 0.618 0.370
H 2.847634 -0.381289 -0.903812 -0.957 -0.390 -1.984 0.049
H 1.349303 2.617047 -2.176790 -2.012 0.772 -0.560 0.603
H -1.211911 -1.674519 0.297845 0.732 -0.581 2.833 -0.087
H 1.282065 -2.547696 0.290571 0.907 1.651 0.489 0.156
H 0.892996 -0.517528 0.101174 -0.820 2.460 1.053 -0.204
H -1.078188 -1.390552 -1.956707 1.825 -1.806 3.885 0.115
H 0.099790 -2.061621 2.856844 -6.453 -3.797 -3.486 0.219
H 1.376221 -2.298865 3.313416 -0.422 1.449 0.745 0.231
H -3.287269 1.055827 2.169465 -0.051 -1.201 -0.207 0.351
H 2.876595 1.083198 -3.206768 -1.405 -0.607 0.913 0.355
H -4.332310 -0.360377 1.134276 0.067 -0.318 -0.101 0.274
H -1.016860 -1.681051 -3.439738 -1.361 2.067 2.163 0.294
H 3.312904 -0.545683 1.177708 0.058 2.112 0.381 0.339
H 0.998611 0.499812 -3.121647 2.398 0.400 0.707 0.247
```
Forces are in eV/Å.

The net charge is 0. As for the expectation value of S²: 0.751. The value obtained for the energy above the lowest of the compared OMol25 structures with the same formula, charge and spin is 3.271 eV. The orbital gap (spin up / spin down) comes out at 0.1107 / 0.3491 Ha. The molar mass is 274.291 g/mol. The highest occupied orbital energy (spin up / spin down) comes out at -0.093 / -0.341 Eh. The total energy comes out at -1048.47989 Ha. The spin multiplicity is 2. The calculation puts the LUMO energy (spin up / spin down) at 0.47 / 0.21 eV.